1.
Computed, not measured: a cluster of 2 separate species, C5H13N2S in total at a distorted geometry, with ωB97M-V with the def2-TZVPD basis set.

Element x y z (Å)
C (0.747, -2.192, 2.313)
C (1.425, -1.094, 1.905)
N (1.752, 0.018, 2.697)
C (1.695, 1.334, 2.073)
H (0.500, -2.378, 3.351)
H (0.715, -3.032, 1.601)
H (1.890, -0.995, 0.896)
H (1.527, -0.058, 3.692)
H (2.371, 2.007, 2.616)
H (2.087, 1.286, 1.019)
H (0.676, 1.697, 1.986)
C (-2.134, 0.818, -2.398)
C (-1.648, 0.398, -0.988)
S (0.131, 0.252, -0.886)
N (-1.767, -0.053, -3.499)
H (-1.797, 1.835, -2.620)
H (-3.270, 0.874, -2.357)
H (-2.140, -0.546, -0.799)
H (-2.039, 1.150, -0.268)
H (-2.259, -0.962, -3.430)
H (-0.767, -0.247, -3.321)

Results
* HOMO energy: -2.53 eV
* Kohn-Sham gap: 6.40 eV
* energy above the lowest of the compared OMol25 structures with the same formula, charge and spin: 29.1 kcal/mol
* largest force on an atom: 1.91 eV/A
* net charge: -1
* DFT total energy: -19211.0154 eV
* spin multiplicity: 1

***

2.
Computed, not measured: an isolated molecule of C4H9NO, with ωB97M-V with the def2-TZVPD basis set.

Element x y z (Å)
C (-2.085, -0.027, -0.337)
C (-1.303, -0.796, 0.717)
O (-0.445, 0.085, 1.461)
C (0.708, 0.404, 0.856)
N (1.073, -0.092, -0.245)
C (2.325, 0.329, -0.822)
H (-2.563, 0.849, 0.111)
H (-1.426, 0.305, -1.144)
H (-2.865, -0.661, -0.771)
H (-1.962, -1.242, 1.467)
H (-0.690, -1.577, 0.259)
H (1.262, 1.142, 1.451)
H (2.983, -0.541, -0.931)
H (2.854, 1.104, -0.242)
H (2.133, 0.718, -1.829)

Results
* HOMO energy: -9.57 eV
* Kohn-Sham gap: 10.73 eV
* energy above the lowest of the compared OMol25 structures with the same formula, charge and spin: 32.2 kcal/mol
* SMILES: CCO/C=N/C
* largest force on an atom: 0.46 eV/A
* DFT total energy: -7830.9218 eV
* spin multiplicity: 1